Entry from the OMol25 dataset: the molecule C11H19N at a distorted geometry (the ωB97M-V functional and the def2-TZVPD basis).

Structure (XYZ):
```
31
Properties=species:S:1:pos:R:3:forces:R:3
N 1.891102 1.968420 0.106855 3.06 -0.81 0.73
C 1.792412 0.462557 0.107551 3.41 -0.49 -1.87
C 0.441050 0.115416 0.496785 -2.02 -2.12 -0.08
C -0.038279 1.023407 1.655691 -3.11 -2.90 -0.31
C -0.904604 2.107207 0.972870 -1.68 -0.87 1.56
C -1.445823 1.578665 -0.432727 0.64 -2.43 3.33
C -0.447950 0.414284 -0.784751 -0.13 1.88 -0.57
C -1.159085 -0.841619 -1.161763 -0.03 -1.51 1.38
C -0.176791 -1.799380 -1.746609 2.58 -2.69 -0.48
C 0.734662 -2.271262 -0.506101 -1.54 0.24 -0.26
C 0.165628 -1.497603 0.669556 -1.07 2.93 -1.53
C -1.352333 -1.455969 0.282348 0.12 1.28 0.06
H 2.937641 2.217639 0.122931 -1.92 -0.46 -0.52
H 1.664949 2.174926 1.072706 -0.07 0.59 -0.05
H 1.895801 0.162293 -1.011105 0.47 0.21 1.97
H 2.596505 -0.153205 0.717512 -1.20 1.50 -0.90
H 0.736618 1.326960 2.295512 1.20 0.87 0.64
H -0.682433 0.421233 2.414949 0.78 0.71 -1.44
H -1.746684 2.260214 1.777388 1.39 0.73 -1.92
H -0.222941 2.916153 0.783343 -0.46 0.92 0.12
H -2.494985 1.189171 -0.333107 0.95 0.36 -0.15
H -1.405106 2.356456 -1.100148 -0.06 1.75 -1.76
H 0.249649 0.669114 -1.630780 -0.85 0.36 0.79
H -1.940696 -0.803555 -1.907587 -0.93 0.67 0.53
H 0.478827 -1.303361 -2.474151 -0.13 0.07 0.03
H -0.500868 -2.756947 -2.317559 -0.24 1.69 1.10
H 0.456725 -3.279310 -0.178014 0.71 -0.32 -0.82
H 1.779545 -2.106841 -0.705997 0.45 -0.38 0.13
H 0.399073 -1.917224 1.625855 0.14 -0.02 0.66
H -1.831693 -2.397773 0.176682 -0.45 -1.03 0.44
H -1.869914 -0.780067 1.011865 -0.01 -0.72 -0.82
```
Forces are in eV/Å.

Properties
**Net charge**: 0
**Relative energy (zero: lowest compared OMol25 entry of this formula, charge and spin)**: 56.8 kcal per mole
**Structure (SMILES)**: NC[C@@]12CCC[C@@H]1[C@H]1CC[C@@H]2C1
**E_HOMO**: -9.6 eV
**E_tot**: -485.21936 a.u.

natural (NBO) atomic charge list, values in e, 5 entries:
1 N -0.83
2 C -0.22
3 C -0.04
4 C -0.42
5 C -0.41